C16H9Co2N2O6 as an isolated structure in a non-equilibrium geometry, computed with ωB97M-V/def2-TZVPD.

Last column: natural (NBO) charge in e.
Geometry (Å):
O  0.549  1.859  4.142  -0.56
C  0.603  1.723  3.005  0.44
Co  0.585  1.689  1.241  -0.04
C  -0.949  2.422  0.937  0.56
O  -2.004  2.870  0.700  -0.56
C  1.603  3.029  0.711  0.47
O  2.177  3.957  0.386  -0.55
C  0.072  -0.080  0.305  -0.39
C  -1.202  -0.692  0.706  0.05
C  -1.662  -0.667  2.039  -0.22
C  -2.954  -1.098  2.352  -0.22
C  -3.792  -1.612  1.353  -0.25
C  -3.296  -1.736  0.050  -0.21
C  -2.005  -1.315  -0.265  -0.25
C  0.867  -0.141  -0.839  -0.01
C  0.911  -0.128  -2.225  -0.65
Co  1.823  -0.410  0.650  -0.11
C  1.934  -0.675  2.451  0.55
O  2.118  -0.956  3.559  -0.54
C  3.139  0.797  0.504  0.51
O  4.134  1.363  0.391  -0.55
C  2.604  -1.927  0.203  0.61
O  3.118  -2.908  -0.095  -0.53
H  -1.013  -0.297  2.838  0.22
H  -3.318  -1.028  3.384  0.20
H  -4.815  -1.922  1.584  0.20
H  -3.915  -2.166  -0.739  0.20
H  -1.603  -1.434  -1.268  0.21
H  1.906  -0.678  -2.397  0.19
H  -0.122  0.050  -2.642  0.21
C  1.222  0.135  -4.090  -0.45
N  0.253  0.883  -4.872  0.05
N  -0.444  1.441  -5.545  -0.05
H  1.253  -0.921  -4.399  0.23
H  2.221  0.571  -4.117  0.23

Computed properties:
- energy (eV) = -107250.6372
- total charge = -1
- gap between HOMO and LUMO (eV) = 6.1
- ΔE to the lowest compared entry with this formula, charge and spin (kJ/mol) = 449.48
- HOMO energy (Ha) = -0.123
- LUMO energy (eV) = 2.7535